Entry 1:
DFT (wB97M-V/def2-TZVPD) results for C32H28N3O3OsP2S as an isolated structure.

Summary:
* multiplicity: 5
* highest occupied orbital energy (alpha / beta): -16.34 / -16.45 eV
* HOMO-LUMO gap (alpha / beta): 0.281 / 0.139 hartree
* LUMO energy (alpha / beta): -0.3198 / -0.4656 Eh
* total charge: +3

Structure (XYZ):
```
70
Properties=species:S:1:pos:R:3:forces:R:3:nbo_charge:R:1
Os 0.6160 0.4024 2.4872 0.0 0.0 -0.3 1.361
O -0.9197 -0.8264 2.0969 -0.1 0.1 0.0 -1.057
P -1.6514 -1.4125 0.8876 0.3 -0.4 0.1 1.982
C -0.3706 -2.0616 -0.2425 0.0 0.0 0.1 -1.179
P 0.7599 -0.7283 -0.7121 0.0 0.0 -0.3 2.002
O 1.0624 0.1845 0.4668 0.1 0.1 0.2 -1.104
C -0.1610 0.2414 -1.9457 0.0 0.2 0.0 -0.350
C -0.5385 -0.3805 -3.1826 0.1 0.1 0.1 -0.074
C -1.1858 0.3378 -4.1626 0.0 0.2 -0.1 -0.234
C -1.4769 1.6742 -3.9290 0.1 -0.1 -0.1 -0.047
C -1.0918 2.3009 -2.7106 -0.2 0.1 -0.1 -0.100
C -0.4040 1.5890 -1.7447 0.3 -0.3 0.1 -0.155
C 2.2050 -1.3478 -1.5081 0.0 -0.1 0.1 -0.524
C 2.2544 -2.6391 -2.0417 0.0 0.0 0.0 -0.116
C 3.3990 -3.0576 -2.6987 0.0 0.0 0.0 -0.207
C 4.4810 -2.1955 -2.8217 0.0 0.0 0.0 -0.123
C 4.4314 -0.9113 -2.2920 0.0 0.0 0.0 -0.186
C 3.2939 -0.4777 -1.6359 0.0 0.0 0.0 -0.155
C -2.7674 -2.6954 1.3267 0.0 0.0 -0.1 -0.435
C -2.2472 -3.8794 1.8672 0.0 0.0 0.0 -0.172
C -3.1115 -4.8865 2.2530 0.0 0.1 0.0 -0.188
C -4.4840 -4.7167 2.1029 0.0 0.0 0.0 -0.122
C -5.0011 -3.5410 1.5768 0.0 0.1 0.0 -0.179
C -4.1463 -2.5221 1.1865 -0.1 0.0 0.0 -0.181
C -2.4504 -0.1292 -0.0789 -0.2 0.2 0.2 -0.390
C -2.9948 -0.4513 -1.3357 -0.2 0.1 -0.3 -0.170
C -3.6094 0.5290 -2.0908 -0.1 -0.4 0.1 -0.213
C -3.6706 1.8311 -1.6078 -0.1 0.0 -0.3 -0.103
C -3.1594 2.1458 -0.3422 0.2 0.0 0.5 -0.145
C -2.5618 1.1639 0.4295 -0.1 0.1 0.2 -0.148
H -0.8563 -2.4878 -1.1221 0.0 -0.1 0.0 0.300
H 0.1924 -2.8572 0.2576 -0.1 0.0 0.0 0.319
H -0.2799 -1.4186 -3.3562 0.0 0.0 0.0 0.245
H -1.4586 -0.1237 -5.1002 0.0 0.0 0.0 0.270
H -1.9795 2.2615 -4.6858 0.0 0.0 0.0 0.262
H -1.3146 3.3496 -2.5703 0.1 0.1 0.0 0.257
H -0.0862 2.0611 -0.8261 0.0 0.0 0.0 0.239
H 1.4224 -3.3242 -1.9401 0.0 0.0 0.0 0.210
H 3.4527 -4.0567 -3.1062 0.0 0.0 0.0 0.252
H 5.3740 -2.5302 -3.3318 0.0 0.0 0.0 0.253
H 5.2817 -0.2524 -2.3906 0.0 0.0 0.0 0.250
H 3.2536 0.5196 -1.2148 0.0 0.0 0.0 0.232
H -1.1814 -4.0097 2.0071 0.0 0.0 0.0 0.221
H -2.7212 -5.8012 2.6750 0.0 0.0 0.0 0.252
H -5.1559 -5.5085 2.4058 0.0 0.0 0.0 0.253
H -6.0694 -3.4149 1.4770 0.0 0.0 0.0 0.250
H -4.5543 -1.6009 0.7922 0.0 0.0 0.0 0.225
H -2.9810 -1.4737 -1.6948 0.0 0.0 0.0 0.244
H -4.0595 0.2809 -3.0422 0.0 0.0 0.0 0.259
H -4.1694 2.5965 -2.1866 0.0 0.1 0.0 0.259
H -3.2578 3.1515 0.0418 0.0 0.1 0.0 0.257
H -2.1898 1.3959 1.4230 0.0 0.0 -0.1 0.250
N 4.1627 2.1804 3.7330 -0.1 -0.1 0.0 -0.463
C 3.1397 1.3373 3.8112 0.0 0.0 0.1 0.299
N 2.2600 1.5429 2.8318 0.1 0.0 -0.1 -0.566
C 2.7553 2.6148 2.0759 0.1 0.1 -0.1 0.153
C 2.2170 3.2952 0.9877 0.0 0.0 0.1 -0.241
C 2.9473 4.3526 0.4847 0.0 0.0 0.0 -0.173
C 4.1763 4.7347 1.0475 0.0 0.0 0.1 -0.176
C 4.7052 4.0820 2.1425 -0.1 0.0 -0.1 -0.195
C 3.9634 3.0169 2.6422 0.0 0.1 -0.1 0.094
H 4.9391 2.2088 4.3792 0.0 0.0 0.0 0.461
H 3.0348 0.5919 4.5826 0.0 0.0 0.0 0.253
H 1.2448 3.0334 0.5930 0.0 0.0 0.0 0.201
H 2.5605 4.9218 -0.3478 0.0 0.0 0.0 0.234
H 4.7100 5.5740 0.6255 0.0 0.0 0.0 0.251
H 5.6371 4.3932 2.5913 0.0 0.0 0.0 0.255
O -2.4475 0.6271 4.3576 -0.3 0.0 -0.1 -0.807
S -1.2129 0.5855 5.0990 0.1 0.1 -0.1 1.553
N 0.0457 0.6104 4.2536 0.3 -0.2 0.4 -0.983
```
Forces are in eV/Å.

Entry 2:
DFT (wB97M-V/def2-TZVPD) results for C32H28N7S3Ti as an isolated structure.

Summary:
* multiplicity: 3
* highest occupied orbital energy (alpha / beta): -3.10 / -4.59 eV
* HOMO-LUMO gap (alpha / beta): 0.177 / 0.230 hartree
* LUMO energy (alpha / beta): 0.0633 / 0.0611 Eh
* total charge: -1

Structure (XYZ):
```
71
Properties=species:S:1:pos:R:3:forces:R:3:lowdin_spin:R:1
Ti -0.4866 0.8225 0.8290 0.0 -0.1 0.0 1.047
N -1.6797 -1.2289 4.6287 0.0 0.0 0.0 0.020
C -0.9956 -0.7109 3.5390 0.0 0.0 0.1 0.039
S -1.0478 1.0085 3.3050 0.0 0.0 0.0 0.000
N -0.3392 -1.5482 2.8044 0.0 0.0 0.0 0.003
N 0.3188 -0.9152 1.7663 0.0 0.1 0.0 0.182
C 1.4916 -1.4261 1.4069 0.0 0.0 0.0 0.134
C 2.0577 -2.6657 1.9892 0.0 0.0 0.0 0.012
C 3.3403 -2.6680 2.5345 0.0 0.0 0.0 0.013
C 3.8877 -3.8270 3.0681 0.0 0.0 0.0 0.000
C 3.1557 -5.0041 3.0681 0.0 0.0 0.0 0.010
C 1.8699 -5.0099 2.5404 0.0 0.0 0.0 0.000
C 1.3233 -3.8526 2.0121 0.0 0.0 0.0 0.011
C 2.1968 -0.6314 0.4638 0.0 0.0 0.0 0.110
C 3.4160 -0.9949 -0.1542 0.0 0.0 0.0 0.023
C 4.0173 -0.1369 -1.0300 0.0 0.0 0.0 0.066
C 3.3948 1.0965 -1.3191 0.0 0.0 0.0 0.069
C 2.1915 1.3697 -0.7273 0.0 0.0 0.0 0.028
N 1.5826 0.5562 0.1567 0.0 0.0 0.0 0.121
H -2.4847 -0.6851 4.8929 0.0 0.0 0.0 0.001
H -1.8574 -2.2191 4.5425 0.0 0.0 0.0 0.001
H 3.9071 -1.7451 2.5494 0.0 0.0 0.0 0.001
H 4.8844 -3.8058 3.4917 0.0 0.0 0.0 0.000
H 3.5786 -5.9100 3.4848 0.0 0.0 0.0 0.001
H 1.2863 -5.9224 2.5484 0.0 0.0 0.0 0.000
H 0.3110 -3.8532 1.6325 0.0 0.0 0.0 0.000
H 3.8481 -1.9605 0.0674 0.0 0.0 0.0 -0.001
H 4.9495 -0.4084 -1.5098 0.0 0.0 0.0 0.003
H 3.8241 1.8000 -2.0186 0.0 0.0 0.0 0.004
H 1.6482 2.2701 -0.9810 0.0 0.0 0.0 0.001
S -3.1466 2.0712 0.7937 0.0 0.0 0.0 0.005
C -3.3125 0.4181 0.5257 0.0 0.0 0.0 0.009
N -2.2810 -0.3989 0.5015 0.0 0.0 0.0 0.004
C -2.6188 -1.6910 0.1591 0.0 0.0 0.0 0.002
C -1.7279 -2.7421 -0.0425 0.0 0.0 0.0 0.001
C -2.2251 -3.9863 -0.3863 0.0 0.0 0.0 0.000
C -3.5970 -4.1977 -0.5364 0.0 0.0 0.0 0.000
C -4.4910 -3.1530 -0.3613 0.0 0.0 0.0 0.000
C -3.9935 -1.9022 -0.0232 0.0 0.0 0.0 0.001
S -4.8416 -0.4005 0.2055 0.0 0.0 0.0 0.002
H -0.6672 -2.5605 0.0605 0.0 0.0 0.0 0.001
H -1.5372 -4.8078 -0.5465 0.0 0.0 0.0 0.000
H -3.9661 -5.1798 -0.8038 0.0 0.0 0.0 0.000
H -5.5543 -3.3070 -0.4959 0.0 0.0 0.0 0.000
C -2.2862 0.5309 -4.4259 0.0 0.0 0.0 0.002
C -1.1590 1.4624 -3.9588 0.0 0.0 0.0 0.004
C -1.5472 2.9163 -4.2605 0.0 0.0 0.0 0.002
C 0.1332 1.1148 -4.7093 0.0 0.0 0.0 0.001
C -0.9541 1.2973 -2.5108 0.1 0.1 0.0 0.021
C -0.7816 1.1556 -1.3120 -0.1 0.0 0.0 -0.003
H -2.4543 0.6416 -5.5018 0.0 0.0 0.0 0.000
H -3.2126 0.7620 -3.8983 0.0 0.0 0.0 0.000
H -2.0316 -0.5086 -4.2151 0.0 0.0 0.0 0.000
H -1.7158 3.0536 -5.3330 0.0 0.0 0.0 0.000
H -0.7534 3.5960 -3.9444 0.0 0.0 0.0 0.000
H -2.4594 3.1843 -3.7253 0.0 0.0 0.0 0.000
H -0.0075 1.2319 -5.7883 0.0 0.0 0.0 0.000
H 0.4271 0.0849 -4.5030 0.0 0.0 0.0 0.000
H 0.9482 1.7660 -4.3889 0.0 0.0 0.0 0.000
N 1.6729 8.0814 1.4232 0.0 0.0 0.0 0.006
C 1.3411 6.9851 1.3343 0.0 0.0 0.0 0.002
C 0.9252 5.6115 1.2212 0.0 0.0 0.0 0.011
C 1.4410 4.6513 2.0833 0.0 0.0 0.0 -0.002
C 1.0111 3.3458 1.9352 0.0 0.0 0.0 0.014
N 0.1339 2.9775 0.9987 0.0 0.0 0.0 0.006
C -0.3581 3.9021 0.1694 0.0 0.0 0.0 0.012
C 0.0072 5.2342 0.2483 0.0 0.0 0.0 -0.002
H 2.1536 4.9147 2.8509 0.0 0.0 0.0 0.000
H 1.3600 2.5562 2.5886 0.0 0.0 0.0 0.003
H -1.0542 3.5356 -0.5749 0.0 0.0 0.0 0.001
H -0.4107 5.9591 -0.4349 0.0 0.0 0.0 0.000
```
Forces are in eV/Å.

Entry 3:
DFT (wB97M-V/def2-TZVPD) results for C32H29BF2IN4O5W as an isolated structure at a distorted geometry.

Summary:
* highest occupied orbital energy (alpha / beta): -4.80 / -4.78 eV
* HOMO-LUMO gap (alpha / beta): 0.162 / 0.157 hartree
* LUMO energy (alpha / beta): -0.0138 / -0.0184 Eh
* total charge: -1

Structure (XYZ):
```
75
Properties=species:S:1:pos:R:3:forces:R:3:lowdin_charge:R:1
W 0.8780 0.1818 0.1557 -0.8 0.3 -2.6 1.711
O -2.3055 4.3433 4.9123 0.5 0.4 0.4 -0.005
C -2.9082 3.5794 4.1650 0.3 -0.4 -0.3 -0.706
O -4.1030 3.3937 3.9459 -0.7 -0.2 -0.3 -0.014
C -1.9577 2.6695 3.2963 -1.1 -0.4 -0.4 -0.041
C -2.4799 1.7376 2.3788 0.3 0.7 0.7 0.040
C -1.6385 1.0252 1.5715 0.5 -0.4 -0.5 -0.115
N -0.2849 1.1868 1.5533 -0.9 1.2 1.7 -0.038
C 0.2236 2.0217 2.5338 -1.9 0.0 -0.2 -0.113
C -0.5906 2.7555 3.4024 1.3 -0.6 -0.7 0.098
C 1.6651 2.0871 2.6449 2.4 0.5 0.5 -0.363
O 2.3183 2.6862 3.4668 -1.2 -0.9 -1.2 0.196
O 2.2793 1.3930 1.6038 -0.8 1.0 0.3 0.044
H -3.5494 1.6076 2.3252 -0.1 0.0 0.0 0.127
H -2.0188 0.2664 0.8943 0.1 0.2 0.0 0.103
H -0.1345 3.3970 4.1410 0.0 0.1 0.1 0.140
C 0.0004 2.2986 -2.8265 0.4 0.0 -0.1 -0.078
N -0.5915 2.0443 -1.5115 -0.3 0.2 0.4 -0.271
C -1.0019 3.3087 -0.9015 -0.1 0.0 0.1 -0.079
C -1.7578 1.1882 -1.7595 -0.1 -0.2 0.0 -0.183
C -1.3397 -0.2252 -2.0956 0.0 0.5 0.2 -0.241
C -2.0266 -0.8801 -3.1133 0.0 0.0 0.1 -0.065
C -1.7257 -2.1844 -3.4560 0.0 0.1 0.1 -0.107
C -0.7600 -2.8508 -2.7247 0.1 0.0 0.1 -0.097
C -0.0839 -2.1960 -1.7097 0.2 -0.2 0.2 -0.123
C -0.3001 -0.8460 -1.3749 0.1 -0.2 0.1 -0.212
H -0.7276 2.7677 -3.5040 0.0 0.0 0.1 0.106
H 0.2978 1.3494 -3.2654 0.1 0.0 -0.2 0.033
H 0.8684 2.9480 -2.7453 -0.1 0.0 0.0 0.074
H -1.7600 3.8302 -1.5041 0.1 -0.1 0.0 0.099
H -0.1376 3.9653 -0.7968 0.0 0.0 0.0 0.086
H -1.4232 3.1327 0.0886 0.0 0.0 0.0 0.067
H -2.3523 1.5975 -2.5947 0.1 0.0 0.2 0.126
H -2.4062 1.1982 -0.8776 0.1 0.1 -0.1 0.105
H -2.8042 -0.3597 -3.6563 0.0 0.1 0.0 0.110
H -2.2283 -2.6628 -4.2845 0.0 0.0 0.0 0.105
H -0.5216 -3.8797 -2.9555 0.1 0.0 0.0 0.103
H 0.6456 -2.7667 -1.1476 -0.1 0.1 -0.1 0.085
I 1.1762 -0.6955 -5.5471 0.1 0.0 0.0 -0.394
C 2.7591 0.2158 -2.2924 0.3 -0.8 0.0 -0.291
C 3.6120 1.0511 -3.2032 -0.2 0.0 0.2 -0.040
C 3.8491 2.3439 -2.9703 0.2 -0.2 -0.2 -0.079
C 3.2575 2.9777 -1.8275 -0.5 -0.6 0.5 -0.056
C 2.4466 2.2456 -1.0206 0.3 2.1 0.3 -0.193
N 2.1492 0.9352 -1.1737 -0.3 -1.2 0.1 -0.114
H 3.9894 0.5550 -4.0830 0.0 -0.1 -0.1 0.087
H 4.4604 2.9316 -3.6390 0.0 0.0 -0.1 0.104
H 3.4186 4.0260 -1.6325 0.0 0.0 0.1 0.107
H 1.9617 2.7489 -0.1824 0.1 -0.1 -0.3 0.112
F 2.2304 -0.6648 2.7901 -0.1 0.3 0.3 0.157
B 2.5237 -0.0127 1.6243 1.6 -1.8 1.0 -1.062
F 3.7838 -0.3552 1.1856 -0.1 0.2 -0.1 0.146
C 4.0316 -1.9573 -2.7553 -0.3 0.2 0.2 -0.025
C 3.5387 -0.9819 -1.6923 0.4 0.3 -0.5 -0.344
O 2.5906 -1.6089 -0.8280 -0.5 0.1 0.2 -0.094
H 4.7433 -1.4638 -3.4088 0.1 0.0 -0.1 0.078
H 3.1972 -2.3145 -3.3527 -0.1 0.0 -0.1 0.058
H 4.5289 -2.8101 -2.2990 0.1 -0.1 0.1 0.080
H 1.9432 -0.2438 -2.8878 0.1 0.2 0.0 0.030
H 4.3846 -0.6013 -1.1013 -0.3 0.0 0.0 0.151
H 3.0654 -2.1691 -0.2025 -0.1 0.2 0.2 0.124
N -5.4238 -5.4080 5.3647 -0.1 -0.1 0.1 0.156
C -4.6019 -4.8578 4.7807 -0.7 -0.5 0.5 -0.201
C -3.6049 -4.1916 4.0423 0.8 0.5 -0.6 -0.238
C -3.9729 -3.2328 3.0929 0.0 -0.2 0.2 -0.014
C -3.0012 -2.5900 2.3631 0.2 0.0 0.0 -0.012
C -1.6440 -2.8816 2.5650 -0.5 -0.2 0.3 -0.226
C -1.2844 -3.8452 3.5139 0.0 0.1 -0.1 -0.012
C -2.2546 -4.4937 4.2458 -0.3 0.0 0.0 -0.019
C -0.6793 -2.1578 1.8302 0.8 0.5 -0.5 -0.051
C 0.0889 -1.4552 1.1944 0.3 -0.5 0.0 -0.108
H -5.0186 -3.0006 2.9435 0.0 0.0 0.0 0.123
H -3.2773 -1.8483 1.6278 0.0 0.0 -0.1 0.114
H -0.2392 -4.0656 3.6751 0.0 0.0 0.0 0.121
H -1.9842 -5.2327 4.9871 0.0 0.0 0.0 0.120
```
Forces are in eV/Å.

Entry 4:
DFT (wB97M-V/def2-TZVPD) results for C32H29ClF9NO4OsSTe as an isolated structure at a distorted geometry.

Summary:
* multiplicity: 5
* highest occupied orbital energy (alpha / beta): -6.72 / -6.70 eV
* HOMO-LUMO gap (alpha / beta): 0.220 / 0.172 hartree
* LUMO energy (alpha / beta): -0.0274 / -0.0744 Eh
* total charge: 0

Structure (XYZ):
```
79
Properties=species:S:1:pos:R:3:forces:R:3:lowdin_spin:R:1
Os 0.5540 2.5487 1.9281 -1.1 1.0 0.3 2.781
O 2.0485 0.5229 -1.1259 1.3 2.8 1.5 0.042
C 2.1309 1.4319 -0.2845 0.1 -1.7 0.0 0.036
O 1.5494 1.2974 0.9307 2.1 -1.2 -2.7 0.238
C 2.9495 2.6373 -0.5277 -0.9 3.5 1.1 0.015
C 3.7055 2.6561 -1.6855 0.2 -1.4 -0.9 0.005
C 4.3166 3.7689 -2.1806 0.3 2.3 0.6 0.012
C 4.2273 4.9956 -1.4697 0.4 -1.9 -0.6 0.002
C 3.5438 5.0526 -0.2824 0.3 -0.9 0.4 0.019
C 2.8472 3.9566 0.2005 -0.5 -2.7 -1.0 0.049
S 1.7618 4.3877 1.5824 0.7 0.3 -1.0 0.243
H 3.8303 1.7440 -2.2938 -0.4 0.3 0.7 0.000
H 4.9018 3.7362 -3.0895 -0.1 -0.1 0.0 0.001
H 4.7687 5.8441 -1.7970 0.4 0.7 -0.4 0.000
H 3.6658 5.8667 0.3908 -0.3 1.0 0.1 0.001
O -1.4995 -0.2641 -2.4184 -1.5 1.4 -3.8 0.000
C -1.6284 0.1771 -3.5913 1.2 -1.4 2.0 0.000
C -0.3821 0.5534 -4.4302 -1.3 -0.3 0.0 0.000
C -0.1267 -0.5440 -5.4945 0.4 -0.5 1.5 0.000
C -1.2296 -0.8549 -6.4421 -1.9 -0.5 -0.9 0.000
C -2.4418 -1.7043 -5.9190 1.1 0.5 0.0 0.000
C -3.3301 -1.0640 -4.8173 -0.1 -0.5 -1.2 0.000
N -2.8532 0.1907 -4.3154 1.4 2.1 -0.4 0.000
H 0.4903 0.6676 -3.7986 0.0 0.1 0.2 0.000
H -0.6166 1.4731 -4.9662 0.2 0.3 0.0 0.000
H 0.1304 -1.4952 -4.9467 0.2 0.9 -0.6 0.000
H 0.7059 -0.1905 -6.0950 0.4 -0.2 0.1 0.000
H -0.8272 -1.4711 -7.2736 -0.1 0.5 0.3 0.000
H -1.6747 0.0530 -6.8838 0.5 0.0 -0.1 0.000
H -1.9801 -2.6496 -5.6346 -0.5 -0.3 0.2 0.000
H -3.0824 -1.8176 -6.7916 0.1 -0.6 0.0 0.000
H -3.5825 -1.7400 -4.0276 0.0 -0.4 0.5 0.000
H -4.2308 -0.8167 -5.3531 -0.7 0.0 0.2 0.000
H -2.7652 0.8239 -5.1645 0.1 -0.9 1.7 0.000
Cl -5.9201 -1.0791 2.8788 0.9 0.3 -0.2 -0.001
C -4.5430 -0.0082 2.5715 0.7 1.4 0.0 -0.002
C -4.3982 1.1439 3.4033 0.7 -0.8 -2.0 0.001
C -3.4778 2.1438 3.0475 1.0 -1.0 0.2 0.002
C -2.5505 1.9082 1.9676 -0.5 1.0 1.2 0.017
C -1.4494 2.9755 1.7725 -1.2 0.2 -0.5 0.119
C -2.7138 0.7608 1.1865 1.2 0.4 -0.2 0.001
C -3.6654 -0.1925 1.4733 -2.0 -0.4 1.2 0.001
H -4.9881 1.1834 4.2793 -0.6 0.4 0.7 0.000
H -3.3632 3.0191 3.7314 -0.1 -0.7 -0.8 0.001
H -1.5687 3.7359 2.5322 -0.4 0.4 0.2 0.037
H -1.5226 3.4997 0.8053 -0.1 -0.2 0.1 0.017
H -2.0200 0.5651 0.3573 -0.3 0.1 0.3 0.000
H -3.8325 -1.0889 0.8807 0.3 0.3 -0.1 0.000
C 2.0133 -2.1794 0.4818 0.1 0.0 -0.4 0.001
Te 0.4769 -1.2391 -0.7473 -1.0 -2.6 0.4 0.007
C -0.5977 -3.1789 -0.4867 1.5 0.4 0.0 0.002
C 0.3833 -4.0942 0.2366 0.3 -0.5 1.5 0.000
C 0.0272 -5.4343 0.5190 0.0 1.1 -1.0 0.000
C 0.9168 -6.2979 1.1161 0.1 0.1 0.8 0.000
C 2.1194 -5.8354 1.6047 1.0 0.5 -0.4 0.000
C 2.5225 -4.5183 1.3323 0.6 -0.3 0.6 0.000
C 1.6705 -3.6369 0.7207 -2.4 0.5 -1.7 0.000
H 2.0817 -1.6241 1.4090 0.0 0.0 0.2 0.000
H 2.9679 -2.0737 -0.0455 -0.1 0.0 0.1 0.000
H -0.7294 -3.5894 -1.4777 -0.2 0.0 -0.4 0.000
H -1.5718 -3.0561 -0.0330 -0.1 -0.1 0.4 0.000
H -0.9435 -5.8127 0.1977 0.2 0.2 0.0 0.000
H 0.6650 -7.3234 1.2829 -0.3 -0.5 0.1 0.000
H 2.7907 -6.4991 2.1421 0.0 0.0 -0.2 0.000
H 3.5226 -4.1208 1.5752 -0.5 -0.5 0.2 0.000
F 2.8918 1.1650 3.4970 -0.2 0.3 0.7 0.006
C 2.1315 0.3562 4.2457 0.5 -1.2 0.4 0.005
F 2.1349 -0.8326 3.5966 -0.2 1.2 0.3 0.001
F 2.7315 0.1090 5.4515 -0.5 0.8 -1.1 0.002
C 0.6616 0.9761 4.4270 0.8 -0.7 -1.0 0.021
O 0.1350 1.1794 3.1538 -0.4 -1.9 2.5 0.250
C 0.6290 2.3115 5.2046 0.1 1.8 -0.8 0.007
F 1.1539 3.3891 4.4655 -0.6 -1.4 0.0 0.051
F -0.6593 2.6170 5.4118 0.5 0.0 0.2 0.001
F 1.3282 2.3855 6.3028 -0.1 -0.7 0.9 0.002
C -0.1583 -0.1068 5.2039 -0.6 -1.1 0.7 0.002
F 0.1132 -1.3285 4.6732 -1.2 1.2 0.5 0.001
F 0.2241 -0.1760 6.5091 -0.2 0.4 -0.9 0.000
F -1.4963 0.1287 5.2100 1.5 -0.4 -0.5 0.001
```
Forces are in eV/Å.

no.,calculated total energy (a.u.)
1,-2796.8596
2,-3663.6839
3,-2421.5233
4,-3708.2325